[1]
DFT (ωB97M-V/def2-TZVPD) results for 11 unconnected molecules or ions with the total composition C37H57F3O33.

For the calculated total energy, the calculation gives -115014.82529 eV. Its orbital gap is 10.48 eV. The HOMO energy comes out at -0.3847 hartree. The SMILES is O=C1OC[C@@H](F)O1.O=C1OC[C@@H](F)O1.O=C1OC[C@@H](F)O1.CCOC(=O)OC.CCOC(=O)OC.CCOC(=O)OC.CCOC(=O)OC.O=C1OCCO1.O=C1OCCO1.O=C1OCCO1.O=C1OCCO1. As for the charge: 0.

Last column: Mulliken charge in e.
Positions of all 130 atoms, in Å:
C (-1.171, -2.598, 3.650)  0.87
C (-2.560, -3.078, 3.177)  0.28
O (-2.763, -4.304, 3.841)  -0.41
C (-1.815, -4.485, 4.784)  0.55
O (-1.803, -5.364, 5.580)  -0.55
O (-0.826, -3.577, 4.632)  -0.45
H (-1.137, -1.559, 3.970)  -0.15
H (-0.445, -2.684, 2.843)  -0.23
H (-2.467, -3.245, 2.101)  -0.06
H (-3.344, -2.328, 3.276)  0.25
C (-0.314, 1.601, 0.628)  0.32
C (0.490, 1.019, 1.814)  0.55
O (0.251, -0.394, 1.727)  -0.48
C (-0.574, -0.667, 0.708)  0.59
O (-0.982, -1.761, 0.447)  -0.55
O (-0.954, 0.439, 0.058)  -0.14
H (0.297, 2.058, -0.146)  -0.58
H (-1.128, 2.257, 0.930)  0.47
H (0.128, 1.420, 2.754)  -0.26
H (1.543, 1.208, 1.625)  0.01
C (-4.180, 3.244, 2.295)  -0.23
C (-5.408, 2.434, 2.653)  -0.32
O (-4.859, 1.507, 3.622)  -0.38
C (-3.561, 1.320, 3.299)  0.42
O (-2.901, 0.382, 3.617)  -0.42
O (-3.155, 2.273, 2.426)  -0.15
H (-4.009, 4.088, 2.967)  0.28
H (-4.295, 3.656, 1.297)  0.22
H (-5.754, 1.802, 1.834)  0.20
H (-6.226, 2.986, 3.102)  0.34
C (-1.850, -2.168, -2.776)  0.83
C (-3.031, -2.395, -3.709)  -0.33
O (-2.364, -2.830, -4.906)  -0.39
C (-1.065, -2.459, -4.866)  0.54
O (-0.288, -2.593, -5.753)  -0.57
O (-0.760, -1.933, -3.653)  -0.15
H (-1.672, -3.037, -2.140)  -0.14
H (-1.956, -1.317, -2.105)  -0.25
H (-3.604, -1.484, -3.884)  0.26
H (-3.661, -3.218, -3.387)  0.31
C (4.493, 2.628, 3.883)  -0.79
C (4.037, 2.033, 5.202)  -0.47
O (2.796, 1.365, 5.064)  -0.28
C (1.691, 1.980, 5.456)  0.76
O (1.591, 3.096, 5.892)  -0.60
O (0.697, 1.102, 5.350)  -0.25
C (-0.586, 1.458, 5.838)  -0.54
H (4.642, 1.952, 3.045)  0.16
H (5.443, 3.139, 4.072)  0.39
H (3.800, 3.428, 3.615)  0.27
H (3.984, 2.820, 5.954)  0.37
H (4.810, 1.341, 5.540)  0.34
H (-0.598, 1.374, 6.927)  0.40
H (-1.327, 0.742, 5.493)  -0.01
H (-0.861, 2.459, 5.510)  0.32
C (1.908, -3.251, -1.643)  -0.50
C (1.674, -4.408, -2.596)  -0.66
O (0.296, -4.651, -2.700)  0.00
C (-0.190, -5.819, -3.109)  0.41
O (0.454, -6.744, -3.513)  -0.57
O (-1.515, -5.776, -2.973)  -0.16
C (-2.228, -6.843, -3.609)  -0.82
H (1.172, -3.292, -0.832)  -0.30
H (1.784, -2.286, -2.137)  0.45
H (2.876, -3.263, -1.144)  0.37
H (2.245, -5.292, -2.297)  0.30
H (2.109, -4.144, -3.566)  0.41
H (-2.012, -7.794, -3.124)  0.30
H (-1.976, -6.914, -4.665)  0.32
H (-3.277, -6.604, -3.461)  0.24
C (-0.272, -5.294, 1.324)  -0.91
C (0.709, -6.002, 0.444)  0.43
O (0.975, -7.299, 0.952)  -0.31
C (2.144, -7.891, 0.745)  0.63
O (2.575, -8.775, 1.425)  -0.58
O (2.753, -7.395, -0.353)  -0.25
C (4.086, -7.837, -0.535)  -0.74
H (-0.482, -4.257, 1.041)  -0.01
H (0.139, -5.077, 2.320)  0.39
H (-1.198, -5.836, 1.513)  0.46
H (1.625, -5.402, 0.397)  0.27
H (0.394, -6.042, -0.601)  -0.24
H (4.673, -7.834, 0.386)  0.35
H (4.547, -7.173, -1.261)  0.25
H (4.149, -8.875, -0.868)  0.29
C (-3.076, 8.506, -3.522)  -1.32
C (-3.364, 7.131, -2.949)  -0.01
O (-2.304, 6.634, -2.127)  -0.35
C (-1.277, 6.105, -2.801)  0.82
O (-1.254, 5.891, -3.985)  -0.59
O (-0.285, 5.885, -1.943)  -0.37
C (0.764, 5.003, -2.340)  -0.15
H (-2.437, 9.085, -2.855)  0.31
H (-4.012, 9.031, -3.713)  0.41
H (-2.565, 8.469, -4.487)  0.32
H (-3.755, 6.445, -3.695)  0.18
H (-4.190, 7.240, -2.238)  0.38
H (0.670, 4.739, -3.390)  0.40
H (0.840, 4.161, -1.659)  -0.18
H (1.708, 5.545, -2.237)  0.19
C (4.866, 0.165, -1.719)  -0.47
C (4.045, -0.418, -0.550)  0.67
O (2.780, 0.146, -0.745)  0.07
C (2.858, 1.178, -1.637)  0.38
O (1.947, 1.881, -1.910)  -0.43
O (4.104, 1.297, -2.105)  -0.37
F (4.535, -0.020, 0.661)  -0.31
H (4.979, -0.602, -2.483)  0.32
H (5.830, 0.517, -1.363)  0.31
H (4.004, -1.501, -0.594)  -0.11
C (-3.543, 2.186, -2.207)  -0.09
C (-4.956, 2.083, -1.664)  0.29
O (-5.707, 2.497, -2.777)  -0.37
C (-4.933, 3.359, -3.519)  0.52
O (-5.331, 4.012, -4.417)  -0.50
O (-3.671, 3.356, -3.029)  -0.25
F (-5.211, 2.932, -0.622)  -0.34
H (-3.383, 1.332, -2.866)  0.08
H (-2.774, 2.329, -1.456)  0.17
H (-5.266, 1.066, -1.429)  0.41
C (5.586, 4.945, 0.520)  -0.57
C (5.290, 4.511, -0.907)  0.22
O (3.902, 4.410, -0.902)  -0.17
C (3.497, 4.128, 0.382)  0.49
O (2.390, 3.860, 0.703)  -0.38
O (4.540, 4.278, 1.218)  -0.30
F (5.890, 3.300, -1.170)  -0.28
H (5.473, 6.025, 0.617)  0.32
H (6.570, 4.618, 0.840)  0.34
H (5.655, 5.200, -1.665)  0.33

Forces on the atoms, in the same order (eV/Å):
C -0.14 -0.52 -0.78
C 1.03 0.85 -1.50
O -0.65 0.09 0.40
C 0.51 -0.02 -0.34
O -0.12 -0.06 0.10
O -0.03 0.53 0.67
H -0.10 -0.21 0.67
H 0.00 -0.01 0.01
H -0.26 -0.32 0.05
H -0.21 -0.30 0.73
C -0.37 -0.29 0.02
C -0.15 0.50 -1.06
O 0.06 0.18 0.02
C -0.43 0.10 0.28
O 0.13 -0.22 -0.13
O 0.17 -0.04 -0.13
H 0.10 0.02 0.10
H 0.20 0.16 0.14
H 0.21 -0.26 0.23
H 0.11 -0.06 0.49
C -1.09 0.61 -0.03
C 0.24 -0.41 0.47
O 0.23 0.12 0.16
C -0.67 -0.42 -0.71
O 0.25 0.19 0.32
O 0.56 0.07 -0.06
H 0.08 -0.20 0.21
H 0.57 -0.29 -0.20
H -0.12 0.34 -0.20
H 0.02 0.01 0.04
C -0.42 0.13 0.94
C 0.62 -0.33 0.03
O -0.17 0.28 -0.17
C 0.11 -0.09 0.34
O 0.00 0.02 -0.13
O -0.01 -0.11 -0.32
H 0.27 -0.08 -0.22
H -0.02 0.08 -0.15
H -0.07 -0.08 -0.26
H -0.19 0.14 0.07
C -0.04 1.04 0.41
C 1.03 0.50 -0.37
O 0.13 -0.65 -0.13
C -0.35 0.07 0.74
O 0.10 0.20 -0.13
O -0.04 -0.71 -0.61
C -0.32 0.22 0.55
H -0.23 -0.29 0.16
H 0.05 -0.11 -0.07
H -0.05 -0.18 -0.29
H -0.29 0.00 -0.04
H -0.50 -0.47 0.10
H 0.13 0.38 0.01
H 0.33 -0.12 -0.43
H 0.01 0.06 0.15
C -0.67 0.25 0.51
C 1.88 -0.06 -0.37
O -1.03 0.55 0.32
C 0.51 -0.10 -0.05
O 0.07 -0.21 -0.14
O -0.08 0.27 -0.18
C -0.07 -0.28 0.30
H -0.01 0.05 -0.08
H -0.07 -0.04 -0.03
H 0.17 -0.31 -0.30
H -0.49 -0.19 0.25
H -0.42 -0.07 -0.18
H 0.10 0.04 -0.01
H 0.00 0.11 -0.01
H -0.01 0.03 -0.14
C -0.30 0.70 1.44
C 0.50 1.10 -0.83
O -0.28 -0.30 0.63
C 0.06 0.04 -0.50
O -0.02 -0.02 0.04
O 0.04 0.16 0.32
C 0.85 -0.55 0.07
H -0.17 -0.31 -0.87
H 0.28 -0.67 -0.03
H -0.04 -0.03 -0.34
H 0.09 -0.24 0.22
H -0.30 -0.35 0.16
H -0.28 0.35 0.10
H -0.10 -0.02 -0.09
H -0.34 0.12 -0.26
C 0.38 -0.05 -0.66
C -1.30 0.80 0.63
O 0.28 -0.26 -0.38
C 0.10 0.01 -0.42
O -0.03 -0.04 0.14
O -0.27 -0.23 0.57
C 0.85 0.52 -0.29
H -0.23 0.06 0.17
H -0.01 0.06 0.22
H 0.08 -0.22 0.10
H 0.65 -0.38 -0.15
H 0.18 -0.02 0.08
H -0.20 -0.30 0.10
H -0.41 -0.14 -0.13
H -0.10 0.10 0.01
C 0.09 -0.15 1.31
C 0.41 0.25 -0.82
O -0.07 -0.30 0.11
C -0.03 0.18 0.23
O -0.19 0.07 -0.06
O -0.03 -0.26 -0.66
F -0.05 0.01 0.03
H -0.13 0.36 -0.41
H 0.09 -0.09 -0.10
H -0.22 -0.03 0.38
C -0.58 0.60 0.13
C -0.07 -0.70 -0.95
O 0.01 0.16 0.17
C 0.10 0.27 0.26
O -0.04 0.02 -0.06
O 0.13 -0.24 -0.22
F 0.11 -0.11 0.10
H 0.37 -0.13 0.23
H 0.10 -0.04 -0.08
H -0.07 0.14 0.38
C 0.07 -0.26 -0.66
C 0.73 0.67 0.20
O -0.05 -0.52 -0.16
C 0.07 0.43 0.04
O 0.00 -0.29 -0.14
O -0.03 0.09 0.41
F -0.30 -0.07 0.10
H 0.04 0.00 0.10
H -0.11 -0.11 0.25
H -0.38 0.05 -0.14

[2]
DFT (ωB97M-V/def2-TZVPD) results for a single C4H12N2S molecule.

For the calculated total energy, the calculation gives -18155.90672 eV. Its orbital gap is 9.65 eV. As for the energy relative to the best compared isomer or geometry (same formula, charge and spin): 48.7 kcal per mole. The HOMO energy comes out at -0.3204 hartree. The SMILES is NCNCCCS. As for the charge: 0.

Last column: Mulliken charge in e.
Positions of all 19 atoms, in Å:
C (-0.372, 0.172, -0.912)  -0.69
N (0.468, -0.690, -0.100)  -0.15
C (1.877, -0.521, -0.245)  -0.41
N (2.881, -1.698, -0.467)  -0.65
C (-1.768, 0.276, -0.277)  -0.78
C (-1.592, 0.508, 1.339)  -0.54
S (-1.655, 2.341, 1.633)  -0.21
H (0.193, 1.179, -0.826)  0.32
H (-0.357, 0.097, -1.957)  0.42
H (0.154, -1.680, -0.144)  0.23
H (2.394, -0.147, 0.689)  0.24
H (2.013, 0.324, -0.931)  0.26
H (2.715, -1.913, -1.463)  0.24
H (3.831, -1.274, -0.333)  0.27
H (-2.410, 1.139, -0.441)  0.46
H (-2.368, -0.692, -0.193)  0.26
H (-2.506, 0.030, 1.824)  0.30
H (-0.665, 0.111, 1.902)  0.30
H (-2.831, 2.438, 0.902)  0.12

Forces on the atoms, in the same order (eV/Å):
C 0.79 2.91 2.00
N -0.61 -2.76 -0.63
C 3.38 0.76 1.65
N -2.01 1.47 -1.12
C 0.47 -1.38 3.82
C -0.40 -0.20 0.35
S -0.91 -0.69 -0.46
H -1.40 -0.97 0.24
H -0.24 -1.15 -1.78
H 0.55 0.95 0.15
H -1.19 0.06 -0.30
H 0.30 -0.40 -0.39
H 0.91 -0.29 0.52
H -1.28 -0.57 -0.47
H 0.16 -0.43 -1.30
H 0.81 1.07 -1.21
H 1.20 0.74 -0.42
H -1.44 0.59 -1.45
H 0.92 0.31 0.77

[3]
DFT (ωB97M-V/def2-TZVPD) results for 2 unconnected molecules or ions with the total composition C17H37FN2O5P2S.

For the calculated total energy, the calculation gives -63571.39065 eV. Its orbital gap is 1.42 eV. The HOMO energy comes out at 0.0707 hartree. As for the charge: -2.

Last column: Mulliken charge in e.
Positions of all 65 atoms, in Å:
C (2.323, -3.311, 3.146)  -0.97
C (3.100, -3.012, 1.777)  -0.46
C (1.998, -2.502, 0.738)  -0.40
O (1.575, -1.236, 1.170)  -0.17
C (1.002, -0.330, 0.297)  -1.19
C (1.303, -0.411, -1.247)  -0.18
P (3.170, -0.296, -1.668)  -0.29
C (4.196, -0.049, -0.111)  -1.06
C (3.393, 1.306, -2.686)  -0.34
C (3.987, 2.489, -1.815)  -1.02
N (0.602, -1.482, -1.982)  -0.08
C (-0.508, -2.126, -1.271)  -1.76
C (-1.312, -1.202, -0.221)  1.69
S (-1.813, -2.422, 1.134)  -0.18
C (-2.585, -0.704, -1.029)  -0.06
C (-3.726, -1.800, -1.188)  -1.86
C (-3.260, 0.639, -0.566)  -0.13
C (-4.415, 0.512, 0.509)  -0.55
C (-4.692, 1.834, 1.321)  -1.20
N (-0.499, -0.129, 0.400)  0.04
C (-0.968, 0.397, 1.706)  0.98
C (-0.657, 1.939, 1.649)  -1.17
F (-0.420, -0.131, 2.879)  -0.37
H (2.747, -2.727, 4.010)  0.32
H (2.402, -4.398, 3.449)  0.28
H (1.237, -3.045, 3.062)  0.18
H (3.573, -3.971, 1.444)  0.39
H (3.852, -2.219, 2.020)  0.22
H (2.448, -2.625, -0.279)  0.34
H (1.148, -3.244, 0.858)  0.21
H (1.403, 0.691, 0.586)  0.53
H (0.906, 0.570, -1.678)  0.62
H (4.436, -1.081, 0.279)  0.24
H (3.734, 0.588, 0.684)  0.31
H (5.191, 0.365, -0.446)  0.50
H (4.136, 1.080, -3.496)  0.44
H (2.412, 1.580, -3.175)  0.31
H (3.465, 2.644, -0.835)  0.19
H (5.077, 2.256, -1.646)  0.34
H (3.970, 3.464, -2.382)  0.34
H (0.252, -1.175, -2.886)  0.40
H (-1.237, -2.479, -2.057)  0.55
H (-0.157, -3.082, -0.778)  0.27
H (-2.122, -3.604, 0.468)  0.14
H (-2.220, -0.527, -2.090)  0.59
H (-3.367, -2.676, -1.795)  0.42
H (-4.521, -1.303, -1.823)  0.41
H (-4.223, -2.083, -0.232)  0.35
H (-2.546, 1.432, -0.180)  -0.39
H (-3.728, 1.108, -1.483)  0.52
H (-5.347, 0.192, -0.048)  0.36
H (-4.189, -0.345, 1.216)  0.24
H (-5.027, 2.652, 0.628)  0.33
H (-5.579, 1.628, 1.994)  0.40
H (-3.813, 2.123, 1.947)  0.23
H (-0.630, 0.699, -0.248)  -0.13
H (-2.085, 0.324, 1.835)  0.08
H (-0.212, 2.329, 2.603)  0.33
H (0.027, 2.182, 0.785)  0.09
H (-1.633, 2.479, 1.463)  0.28
O (-0.656, 5.537, -1.993)  -0.91
P (-0.314, 4.455, -0.945)  0.56
O (-0.304, 3.044, -1.626)  -0.56
O (-1.381, 4.458, 0.184)  -0.77
O (1.082, 4.733, -0.335)  -0.87

Forces on the atoms, in the same order (eV/Å):
C 0.34 -0.21 0.36
C -1.64 0.25 1.16
C 1.14 -2.61 0.79
O -0.30 0.14 -0.43
C 1.50 1.84 -1.47
C -0.11 1.77 0.02
P 0.43 -0.55 -0.93
C 0.26 -0.31 0.14
C -0.06 0.67 0.72
C 0.25 0.10 -0.57
N -0.56 -0.57 0.43
C 0.30 -0.51 -0.08
C -1.37 -3.10 -1.41
S -0.01 -0.16 0.40
C -0.71 0.61 -0.28
C 0.08 0.78 -0.87
C -0.37 1.00 0.35
C -0.01 -0.56 -0.16
C -0.81 -0.81 -0.32
N -0.32 -1.26 -0.45
C -1.17 3.60 1.92
C -0.27 -0.05 0.04
F 0.15 -0.80 -1.31
H -0.42 -0.46 -0.88
H -0.14 1.07 -0.43
H 0.99 -0.22 0.08
H -0.27 1.03 -0.06
H -0.51 -0.76 -0.70
H -0.68 0.90 0.44
H 0.79 0.77 -0.40
H -0.59 -1.08 -0.21
H 0.36 -0.52 0.92
H -0.45 1.14 -0.26
H 0.58 -0.46 -0.63
H -1.17 -0.19 0.35
H -0.75 -0.05 0.65
H 0.91 -0.19 0.71
H 0.26 0.00 -1.03
H -0.95 0.23 0.07
H -0.27 -1.02 0.63
H 0.42 0.37 0.41
H 0.63 0.49 0.98
H -0.24 1.23 -0.22
H 0.40 1.28 -0.04
H -0.15 0.05 1.22
H -0.36 0.55 0.88
H 0.84 -0.52 0.63
H 0.67 0.03 -0.77
H -0.46 -0.79 -0.84
H 0.71 -0.41 0.93
H 0.79 0.38 0.73
H -0.18 0.94 -0.55
H 0.79 -0.58 0.70
H 0.98 0.24 -0.49
H -0.74 0.04 -0.70
H 0.12 0.52 0.04
H 1.21 -0.72 -0.60
H -0.45 -0.58 -0.86
H -0.79 0.42 0.70
H 1.39 -0.01 -0.15
O -0.07 -0.28 -0.40
P -0.05 1.76 0.50
O 0.04 -2.62 -0.34
O -0.63 -0.70 0.61
O 0.73 -0.54 0.29